[1]
Molecular formula: C41H62Cl2N8O3S
Method: DFT, ωB97M-V with the def2-TZVPD basis set

For the molar mass, the calculation gives 817.97 u. The calculation puts the highest occupied orbital energy at -8.7 eV. The electronic energy comes out at -97462.2573 eV.

Atoms and positions in Å:
C: 5.563 0.946 2.326
C: 5.023 2.333 1.779
S: 4.724 2.366 -0.039
C: 3.051 1.601 -0.356
C: 2.999 0.103 0.072
C: 1.989 -0.478 0.825
C: 0.804 0.445 1.260
Cl: -0.134 0.878 -0.277
C: -0.242 -0.209 2.279
C: -1.085 1.022 2.901
Cl: -1.479 -1.164 1.267
C: 2.128 -1.992 1.126
O: 1.201 -2.711 1.443
C: 3.517 -2.738 0.988
N: 3.645 -4.029 1.635
C: 4.823 -4.279 1.969
O: 5.911 -4.690 1.930
C: 4.496 -2.153 0.234
C: 4.197 -0.792 -0.440
O: 4.895 -0.475 -1.385
H: 4.732 0.285 2.707
H: 6.220 0.393 1.610
H: 6.207 1.183 3.228
H: 4.123 2.639 2.383
H: 5.834 3.094 1.993
H: 2.877 1.693 -1.471
H: 2.308 2.267 0.150
H: 1.145 1.439 1.666
H: 0.224 -0.835 3.082
H: -1.722 1.511 2.104
H: -1.833 0.586 3.633
H: -0.439 1.772 3.428
H: 5.497 -2.610 0.044
C: -3.483 -0.436 -4.752
C: -3.346 -0.840 -3.288
C: -3.487 0.343 -2.328
C: -2.425 1.351 -2.600
N: -1.602 2.127 -2.810
H: -2.696 0.259 -5.054
H: -3.405 -1.313 -5.398
H: -4.451 0.039 -4.939
H: -2.375 -1.321 -3.142
H: -4.111 -1.582 -3.051
H: -3.395 0.001 -1.294
H: -4.465 0.816 -2.442
C: -6.783 -5.410 -4.999
C: -7.222 -4.080 -5.603
C: -6.363 -2.903 -5.133
C: -6.456 -2.756 -3.653
N: -6.518 -2.636 -2.508
H: -6.884 -5.412 -3.913
H: -7.401 -6.223 -5.382
H: -5.740 -5.627 -5.249
H: -8.270 -3.901 -5.346
H: -7.166 -4.149 -6.692
H: -6.703 -1.977 -5.601
H: -5.318 -3.058 -5.410
C: -5.485 1.598 1.932
C: -5.310 1.189 3.390
C: -5.420 2.375 4.349
C: -4.362 3.377 4.043
N: -3.540 4.163 3.813
H: -4.706 2.294 1.613
H: -5.422 0.720 1.285
H: -6.458 2.071 1.769
H: -4.335 0.709 3.507
H: -6.069 0.444 3.642
H: -5.302 2.041 5.380
H: -6.400 2.850 4.257
C: -2.807 4.997 9.697
C: -2.252 4.924 8.279
C: -3.313 5.188 7.208
C: -4.396 4.171 7.301
N: -5.238 3.384 7.384
H: -3.569 4.234 9.871
H: -2.011 4.831 10.426
H: -3.250 5.977 9.895
H: -1.807 3.937 8.123
H: -1.450 5.659 8.173
H: -2.866 5.138 6.213
H: -3.747 6.183 7.334
C: -11.878 -3.544 -1.487
C: -10.420 -3.127 -1.322
C: -9.613 -3.253 -2.617
C: -9.612 -4.668 -3.078
N: -9.611 -5.763 -3.432
H: -11.967 -4.596 -1.766
H: -12.420 -3.411 -0.548
H: -12.373 -2.942 -2.254
H: -9.962 -3.741 -0.541
H: -10.383 -2.090 -0.979
H: -8.579 -2.929 -2.449
H: -10.043 -2.622 -3.400
C: 10.614 -1.298 -0.513
C: 9.178 -1.261 -1.023
C: 8.590 0.152 -1.050
C: 8.576 0.726 0.324
N: 8.565 1.167 1.388
H: 10.684 -0.951 0.521
H: 11.000 -2.318 -0.539
H: 11.265 -0.672 -1.131
H: 8.560 -1.906 -0.391
H: 9.148 -1.677 -2.033
H: 7.567 0.128 -1.434
H: 9.181 0.801 -1.700
C: 11.259 2.565 -5.003
C: 11.827 2.113 -3.662
C: 12.694 0.856 -3.775
C: 11.886 -0.276 -4.307
N: 11.259 -1.151 -4.716
H: 10.597 1.811 -5.434
H: 10.674 3.478 -4.879
H: 12.060 2.770 -5.718
H: 11.000 1.930 -2.970
H: 12.428 2.922 -3.238
H: 13.087 0.580 -2.794
H: 13.541 1.033 -4.442

Atomic partial charges in e from the Löwdin method, atoms 1 to 8: C -0.19; C -0.52; S 0.83; C -0.41; C -0.13; C -0.10; C -0.56; Cl 0.61

---

[2]
Molecular formula: C41H63BF4IMoN2P3SSi
Method: DFT, ωB97M-V with the def2-TZVPD basis set

As for the net charge: -2. For the molar mass, the calculation gives 1046.69 u. The calculation puts the highest occupied orbital energy (alpha / beta) at -1.7 / -2.0 eV. The multiplicity is 3. The relative energy (zero: lowest compared OMol25 entry of this formula, charge and spin) comes out at 112.6 kJ/mol. The electronic energy comes out at -114611.1253 eV.

Atoms and positions in Å:
Mo: -0.484 0.376 -0.399
C: -0.728 -3.984 -1.267
C: 0.331 -3.024 -1.800
C: 1.227 -3.803 -2.773
P: -0.175 -1.076 -2.336
C: -1.655 -1.804 -3.329
C: -1.355 -2.492 -4.667
C: -2.879 -0.903 -3.490
C: 1.536 -0.957 -3.002
C: 1.945 -1.056 -4.325
C: 3.261 -0.810 -4.680
C: 4.188 -0.472 -3.709
C: 3.796 -0.427 -2.382
C: 2.484 -0.680 -2.009
Si: 1.777 -0.659 -0.224
C: 3.070 0.347 0.765
C: 4.336 -0.134 1.062
C: 5.173 0.542 1.932
C: 4.718 1.693 2.550
C: 3.458 2.188 2.256
C: 2.631 1.533 1.344
P: 1.055 2.198 0.645
C: 1.912 3.575 -0.354
C: 2.721 4.630 0.401
C: 2.825 2.889 -1.367
C: 0.436 3.161 2.138
C: -0.364 2.190 2.997
C: -0.354 4.452 1.916
C: 2.415 -2.325 0.555
C: 3.210 -3.255 -0.106
C: 3.540 -4.465 0.477
C: 3.056 -4.781 1.736
C: 2.305 -3.850 2.429
C: 2.021 -2.613 1.864
P: 1.174 -1.252 2.748
C: 2.536 -0.834 4.003
C: 3.239 -1.947 4.774
C: 2.023 0.250 4.948
C: -0.222 -2.077 3.692
C: -0.024 -2.812 5.014
C: -0.959 -2.943 2.672
H: -0.237 -4.798 -0.724
H: -1.318 -4.431 -2.068
H: -1.397 -3.488 -0.569
H: 0.960 -2.813 -0.937
H: 0.791 -3.904 -3.764
H: 1.396 -4.810 -2.379
H: 2.200 -3.335 -2.895
H: -1.974 -2.575 -2.624
H: -0.670 -1.919 -5.285
H: -2.285 -2.608 -5.230
H: -0.940 -3.485 -4.519
H: -2.815 -0.247 -4.352
H: -3.039 -0.312 -2.592
H: -3.758 -1.539 -3.616
H: 1.248 -1.356 -5.091
H: 3.558 -0.881 -5.718
H: 5.212 -0.255 -3.986
H: 4.522 -0.182 -1.620
H: 4.667 -1.059 0.616
H: 6.159 0.158 2.151
H: 5.340 2.206 3.273
H: 3.152 3.082 2.782
H: 1.094 4.086 -0.879
H: 3.627 4.191 0.813
H: 2.158 5.096 1.205
H: 3.019 5.413 -0.298
H: 3.733 2.544 -0.876
H: 3.107 3.576 -2.165
H: 2.335 2.019 -1.802
H: 1.350 3.429 2.677
H: -1.386 2.118 2.638
H: -0.406 2.516 4.037
H: 0.070 1.187 2.959
H: -1.412 4.233 1.822
H: -0.052 4.992 1.023
H: -0.227 5.107 2.780
H: 3.574 -3.029 -1.099
H: 4.163 -5.176 -0.056
H: 3.273 -5.744 2.182
H: 1.925 -4.106 3.408
H: 3.299 -0.382 3.360
H: 2.589 -2.411 5.512
H: 4.093 -1.519 5.305
H: 3.616 -2.711 4.099
H: 1.158 -0.093 5.510
H: 1.732 1.131 4.382
H: 2.804 0.539 5.655
H: -0.870 -1.221 3.916
H: 0.612 -3.691 4.927
H: -1.005 -3.141 5.354
H: 0.383 -2.156 5.782
H: -0.430 -3.874 2.470
H: -1.060 -2.395 1.732
H: -1.962 -3.163 3.031
F: -3.268 -1.188 3.814
B: -3.202 -0.083 2.974
F: -2.010 -0.155 2.201
F: -3.151 1.055 3.772
F: -4.284 -0.038 2.142
I: -2.436 2.433 -0.192
C: 0.253 2.794 -3.423
C: -0.706 1.604 -3.597
C: -2.137 2.203 -3.602
C: -0.423 1.057 -5.007
N: -0.447 0.607 -2.573
H: -0.003 3.568 -4.144
H: 1.282 2.484 -3.593
H: 0.140 3.199 -2.421
H: -2.524 2.276 -4.618
H: -2.132 3.202 -3.174
H: -2.822 1.606 -3.017
H: -0.609 1.844 -5.742
H: -1.058 0.210 -5.241
H: 0.617 0.756 -5.088
S: -4.130 -2.605 -0.371
C: -2.915 -1.584 -0.346
N: -1.955 -0.908 -0.464

Atomic partial charges in e from the Löwdin method, atoms 1 to 8: Mo 0.79; C -0.13; C -0.45; C -0.12; P 0.81; C -0.44; C -0.10; C -0.13